1.
Density functional theory data (ωB97M-V/def2-TZVPD) for a cluster of 9 separate species, C22H65N3O9 in total at a distorted geometry.

The gap between HOMO and LUMO comes out at 9.371 eV. The net charge is 0. Its structure (SMILES) is COC[C@H](C)N.COC[C@H](C)N.COC[C@H](C)N.CCO.CCO.CCO.CCO.CCO.O. The max |F| is 3.63 eV/Å. The LUMO energy is 0.376 eV.

Positions of all 99 atoms, in Å:
H (-4.740, -8.573, 1.698)
H (5.672, 0.922, 2.297)
H (-2.625, 0.308, -0.390)
N (1.961, -1.131, 8.938)
C (-0.311, 6.063, -5.857)
H (-5.151, -6.129, -0.143)
C (-4.457, -6.900, 0.191)
H (-0.512, -1.585, 8.042)
H (0.831, -7.119, -6.097)
C (-0.186, 4.671, -6.497)
C (2.694, -3.567, -5.927)
C (0.431, -6.450, -6.859)
C (0.895, -5.019, -6.594)
H (-6.965, 3.761, -3.547)
H (1.798, 11.125, -0.398)
C (0.118, 1.016, 0.198)
H (0.169, 0.868, 2.956)
H (-0.775, 6.120, -4.873)
H (0.231, -4.539, -5.875)
H (-0.034, -2.695, 10.413)
C (1.386, -2.480, 8.835)
H (0.169, 2.398, 8.517)
H (1.068, 9.558, -0.078)
H (0.680, 6.481, -5.682)
H (0.596, -4.298, -7.355)
O (2.262, -4.851, -6.226)
H (-1.558, 1.757, 1.215)
H (0.219, 4.924, -7.477)
H (0.554, 0.130, 0.660)
H (-0.801, 6.751, -6.547)
C (-5.338, -7.851, 1.143)
O (5.578, 3.274, 3.789)
N (0.130, 1.785, 2.534)
H (-1.240, 4.395, -6.484)
H (1.577, -4.217, 6.598)
H (-0.426, -3.357, 7.982)
H (3.752, -3.501, -5.671)
C (-0.506, 3.436, 0.796)
H (5.514, 0.425, 3.967)
H (7.159, 2.442, 4.705)
H (0.208, 3.318, -5.210)
H (0.188, -4.158, 5.565)
H (0.941, 1.529, -0.300)
H (2.199, -3.085, 8.434)
H (7.418, 2.752, 3.020)
H (0.690, -7.907, -8.415)
C (6.679, 2.378, 3.729)
H (2.330, -2.824, -6.637)
H (4.428, 11.346, 0.060)
C (0.975, -3.039, 10.184)
H (-6.939, 0.377, -5.614)
H (1.654, -2.762, 10.990)
H (-1.420, -0.998, -0.227)
H (0.856, -4.120, 10.243)
H (-6.358, 2.232, -2.917)
H (-1.108, 3.384, -0.112)
H (-7.759, 2.075, -5.665)
H (-8.619, 1.831, -4.177)
H (0.538, 3.742, 0.742)
H (3.209, 10.297, 1.483)
O (-0.429, 3.034, 8.122)
C (0.841, -6.841, -8.245)
C (-7.617, 1.869, -4.604)
H (2.525, -1.153, 8.100)
H (2.152, -3.373, -5.002)
H (0.511, -6.205, -9.067)
N (-1.019, -6.488, -6.783)
H (-1.376, -6.049, -5.946)
H (-1.494, -7.348, -7.017)
O (0.628, -2.356, 6.564)
C (1.046, -3.573, 5.897)
O (-7.011, 0.641, -4.694)
H (-3.103, -7.965, -0.630)
O (0.756, 3.752, -5.868)
C (3.254, 9.822, 0.503)
C (6.167, 0.948, 3.268)
H (1.930, -6.826, -8.302)
C (-1.731, -0.140, -0.823)
H (2.546, -1.218, 9.757)
C (-0.479, 1.906, 1.189)
O (4.342, 10.422, -0.184)
H (-3.599, -6.397, 0.637)
H (5.771, 4.051, 4.319)
H (-1.035, 4.090, 1.489)
H (-5.989, -7.432, 1.910)
H (1.804, -3.487, 5.118)
C (0.147, -2.437, 7.871)
O (-0.636, 0.702, -0.959)
H (-5.649, 2.886, -4.283)
H (3.651, 8.814, 0.623)
H (-6.184, -8.295, 0.618)
C (-6.633, 2.762, -3.830)
H (-0.378, 2.859, 7.182)
H (7.036, 0.309, 3.105)
C (1.997, 10.054, -0.358)
H (1.077, 2.129, 2.466)
H (2.080, 9.914, -1.435)
O (-3.898, -7.546, -0.966)
H (-1.934, -0.550, -1.812)

Here are the Löwdin charges for atoms 1 to 4, given in e: atom 1 (H): 0.06, atom 2 (H): 0.06, atom 3 (H): 0.08, atom 4 (N): 0.04

=====

2.
Density functional theory data (ωB97M-V/def2-TZVPD) for a cluster of 8 separate species, C52H74F3N2O18PS in total at a distorted geometry.

The gap between HOMO and LUMO comes out at 7.984 eV. The net charge is 0. Its structure (SMILES) is C=CC1=C(C[C@@H](O)C(F)(F)F)C(=O)c2c(S)c(CCCCN)c([PH2]=O)c(CCCCCN)c2C1=O.O=C1CCCO1.O=C1CCCO1.O=C1CCCO1.O=C1CCCO1.O=C1CCCO1.O=C1CCCO1.O=C1CCCO1. The max |F| is 2.22 eV/Å. The LUMO energy is -0.662 eV.

Positions of all 151 atoms, in Å:
H (4.290, 0.550, -1.410)
H (-4.518, -1.517, -1.554)
H (3.237, -4.768, 1.260)
H (11.109, -0.549, 3.438)
C (-1.507, -0.670, 1.594)
H (10.253, 1.454, 2.490)
C (-1.885, 0.464, -0.910)
H (-6.107, -0.637, 1.512)
H (-8.298, -0.377, -3.688)
C (-2.429, -5.668, -1.374)
H (3.032, -6.340, 3.861)
H (-3.224, 2.158, 2.928)
C (0.343, 0.730, -2.849)
H (-8.610, -2.406, 2.389)
C (-5.541, -1.876, 3.460)
H (11.803, 0.901, 6.027)
C (6.097, 5.759, -6.352)
C (-0.478, 0.016, -0.579)
C (-10.295, -3.374, 1.398)
H (5.720, 0.287, 0.372)
H (2.528, -6.893, 2.265)
H (6.588, -1.561, 1.698)
C (-8.199, 1.347, -6.491)
H (0.417, 5.084, -1.888)
C (-5.059, 0.455, -1.292)
C (10.697, 1.560, 3.478)
C (10.870, 0.222, 4.173)
H (-3.271, -2.592, 2.149)
H (0.482, 3.796, -4.113)
H (-3.196, 1.783, 4.664)
O (-2.875, 5.930, 3.951)
C (-0.291, -0.530, 0.680)
H (4.179, 6.798, -6.318)
P (3.318, -0.208, -2.105)
H (2.339, 5.028, -3.917)
C (5.182, 6.898, -5.913)
C (-8.977, 0.372, -5.622)
H (7.874, 6.292, -5.200)
H (3.009, 0.326, -3.367)
C (-6.892, 0.942, -4.657)
H (6.628, 5.951, -7.283)
H (7.605, 1.015, 2.493)
C (-3.342, 4.831, 3.913)
O (6.217, 5.969, -4.015)
H (-9.699, -4.286, 1.450)
S (1.202, -1.664, 2.728)
C (1.212, 1.976, -3.150)
H (3.370, 0.854, 1.430)
C (0.432, 3.321, -3.127)
H (-5.167, 3.029, 5.107)
O (-5.929, 0.937, -3.951)
H (1.397, -0.633, 3.575)
C (-8.858, -1.831, 0.326)
O (5.551, -5.704, 2.814)
H (3.729, -0.310, 2.696)
C (2.026, -0.783, 0.227)
H (-8.748, 1.354, -3.686)
H (4.955, -7.628, 3.288)
H (1.495, 3.811, -1.272)
O (-5.407, -0.073, 1.871)
H (-1.574, -5.034, -1.616)
C (1.150, 4.325, -2.179)
O (5.357, -3.471, 2.684)
H (5.596, 7.876, -6.163)
H (10.094, 2.258, 4.064)
H (-2.876, -6.063, -2.282)
H (5.511, 4.848, -6.482)
H (4.286, 5.073, -1.983)
C (12.084, 0.480, 5.060)
C (-4.866, 3.027, 4.057)
O (-6.869, 1.359, -5.949)
H (-9.988, -1.316, 2.060)
H (-8.161, 1.036, -7.533)
H (4.859, -7.197, 1.571)
C (-2.989, -0.394, -0.317)
H (-11.137, -3.485, 2.078)
H (-4.805, 1.465, -0.979)
C (1.818, -0.274, -1.034)
C (-9.411, -2.167, 1.695)
C (-2.798, -0.943, 0.880)
H (12.688, -0.413, 5.198)
O (-7.922, -1.123, 0.084)
O (3.802, -1.600, -2.319)
H (-3.920, -0.445, 3.258)
C (-2.064, -6.769, -0.384)
H (2.740, -4.204, 2.882)
H (-10.904, -4.031, -0.591)
H (3.372, -2.114, 1.290)
C (0.562, 0.147, -1.466)
N (3.677, 4.406, -2.430)
C (-4.607, -1.004, 2.621)
H (2.062, 2.075, -2.471)
O (4.404, 7.235, -3.638)
O (-2.620, 3.706, 4.158)
H (-8.824, -0.648, -5.981)
O (-3.339, -5.141, 0.733)
F (-6.616, -1.183, 3.893)
H (-5.574, 2.408, 3.508)
C (-2.269, -6.076, 0.953)
C (3.408, -1.193, 0.708)
C (-3.439, 2.546, 3.927)
H (5.939, -0.886, 3.193)
H (-4.886, 4.524, 2.469)
H (-1.384, -5.520, 1.274)
H (-0.621, 3.215, -2.858)
H (0.658, -0.067, -3.542)
O (12.025, 2.097, 3.350)
H (-0.708, 0.898, -3.065)
C (-3.802, -1.817, 1.576)
H (-4.498, -2.310, 0.896)
H (7.385, 4.596, -5.031)
C (5.175, 6.740, -4.406)
C (0.948, -0.940, 1.117)
H (8.308, -0.217, 1.703)
H (-2.553, -6.769, 1.742)
N (7.688, 0.003, 2.475)
H (4.103, -1.354, -0.115)
F (-6.038, -2.923, 2.779)
H (-11.598, -2.474, -0.106)
C (3.938, -0.059, 1.655)
O (-2.148, 1.452, -1.569)
C (3.282, -6.316, 2.799)
C (4.854, -4.555, 2.636)
C (2.385, 4.993, -2.821)
H (9.982, -0.097, 4.715)
C (-3.435, -4.851, -0.589)
F (-4.938, -2.322, 4.574)
C (-8.302, 0.544, -4.266)
H (-5.479, 5.119, 4.047)
H (-1.058, -7.165, -0.513)
C (6.373, -0.629, 2.223)
C (3.402, -4.869, 2.334)
C (-4.244, -0.570, -1.094)
H (-8.603, 2.362, -6.441)
O (-1.461, -0.541, 2.802)
C (4.695, -6.836, 2.589)
H (3.581, 3.570, -1.875)
C (-4.770, 4.461, 3.552)
C (12.843, 1.529, 4.272)
C (7.019, 5.613, -5.153)
O (-4.191, -4.034, -1.025)
H (-6.028, 0.341, -1.751)
C (5.417, 0.280, 1.426)
H (1.624, 1.847, -4.157)
H (-2.766, -7.599, -0.483)
H (5.597, 1.299, 1.802)
H (-10.049, 0.565, -5.612)
H (2.398, 6.031, -2.475)
O (-9.605, -2.420, -0.637)
O (13.980, 1.862, 4.431)
C (-10.715, -3.113, -0.040)

Here are the Löwdin charges for atoms 1 to 4, given in e: atom 1 (H): 0.03, atom 2 (H): 0.11, atom 3 (H): 0.14, atom 4 (H): 0.12

=====

3.
Density functional theory data (ωB97M-V/def2-TZVPD) for a structure of composition C19H21ClOPV at a distorted geometry.

The gap between HOMO and LUMO (alpha / beta) comes out at 6.573 / 6.980 eV. As for the expectation value of S²: 2.21. The net charge is +2. As for the spin multiplicity: 3. The max |F| is 4.15 eV/Å. The LUMO energy (alpha / beta) is -8.587 / -8.036 eV.

Positions of all 44 atoms, in Å:
H (-2.064, -2.669, -2.868)
H (1.285, 1.006, -2.483)
C (-1.368, 4.019, -0.945)
H (-4.417, -1.004, 0.352)
C (-0.976, -1.369, -1.547)
H (0.006, -1.498, -2.007)
C (0.543, 4.492, 0.476)
H (-0.462, -2.869, 0.412)
P (0.278, 0.466, 0.226)
C (3.254, 0.083, -2.522)
C (-2.337, -0.418, 0.322)
C (2.804, -0.558, 0.170)
C (0.768, 3.127, 0.630)
H (3.439, 0.341, -3.567)
H (-2.417, 0.273, 1.174)
H (1.213, 5.215, 0.952)
H (4.748, -1.457, 0.140)
H (-0.958, -2.613, 4.591)
C (-0.106, 2.195, 0.025)
H (5.148, -0.913, -2.263)
C (1.815, 0.098, -0.587)
Cl (-0.520, 0.307, 3.099)
H (1.635, 2.752, 1.180)
H (-1.162, -4.102, 3.619)
C (-1.191, 2.649, -0.749)
V (-0.717, -1.340, 1.477)
O (0.109, -2.723, 2.803)
C (4.218, -0.613, -1.783)
H (-2.158, 4.372, -1.612)
H (0.939, -3.035, 3.201)
C (-1.105, -0.486, -0.434)
H (2.598, -0.756, 1.222)
H (-4.228, -2.321, -1.769)
H (-0.665, 6.015, -0.483)
H (0.254, -2.472, 0.338)
C (2.047, 0.453, -1.928)
C (3.996, -0.923, -0.438)
C (-0.513, 4.944, -0.331)
C (-3.344, -1.863, -1.324)
C (-3.463, -1.114, -0.168)
H (-1.845, 1.927, -1.235)
H (-1.912, -2.569, 3.038)
C (-2.110, -2.035, -1.980)
C (-1.056, -3.014, 3.574)

Here are the Löwdin charges for atoms 1 to 4, given in e: atom 1 (H): 0.14, atom 2 (H): 0.13, atom 3 (C): -0.04, atom 4 (H): 0.14

=====

Question: Which value of max |F| does entry 1 give?
Answer: 3.63 eV/Å

=====

Question: Which of these has the highest net charge?
Answer: C19H21ClOPV